69
Properties=species:S:1:pos:R:3:lowdin_charge:R:1 method="wB97M-V/def2-TZVPD" relative_energy_kcal_mol=0.0 gap_ev=3.105 total_charge=+3
Ir 2.218 -0.694 -1.420 1.43
C 6.375 2.531 -0.217 0.03
N 4.928 2.263 -0.336 -0.09
C 3.985 3.369 -0.085 0.02
C 4.480 1.086 -0.715 -0.34
N 3.156 0.872 -0.874 -0.03
N 5.399 0.104 -0.973 0.20
C 5.211 -1.175 -1.475 -0.43
N 6.328 -1.853 -1.723 0.23
N 4.015 -1.648 -1.664 -0.03
H 6.507 3.544 0.146 0.11
H 6.866 2.457 -1.189 0.12
H 6.834 1.862 0.513 0.12
H 4.554 4.253 0.175 0.11
H 3.331 3.133 0.756 0.11
H 3.406 3.594 -0.982 0.12
H 2.574 1.647 -0.578 0.06
H 6.361 0.384 -0.848 0.14
H 7.249 -1.456 -1.614 0.15
H 6.293 -2.786 -2.106 0.15
H 4.013 -2.581 -2.061 0.11
Cl -5.769 -2.482 -3.543 0.75
C -5.090 -1.411 -2.382 -0.65
C -5.541 -0.099 -2.296 -0.06
C -4.987 0.750 -1.354 0.00
C -3.982 0.321 -0.489 -0.21
C -3.392 1.272 0.522 -0.33
C -2.362 2.209 -0.136 -0.01
N -1.342 1.470 -0.900 -0.02
C -1.422 1.188 -2.241 0.00
C -0.319 0.467 -2.560 -0.09
N 0.427 0.287 -1.403 -0.18
C -0.239 0.899 -0.419 -0.14
O -4.412 2.067 1.053 -0.10
C -4.297 2.471 2.430 -0.11
C -3.831 1.391 3.360 -0.34
C -4.397 0.154 3.482 -0.97
Cl -5.737 -0.451 2.607 0.73
S -3.618 -0.821 4.654 1.03
C -2.499 0.424 5.005 -0.40
C -2.727 1.534 4.252 -0.15
C -3.566 -0.997 -0.607 -0.54
Cl -2.325 -1.615 0.481 0.76
C -4.100 -1.878 -1.530 -0.12
H -6.330 0.241 -2.952 0.12
H -5.364 1.760 -1.256 0.14
H -2.892 0.697 1.304 0.10
H -1.859 2.818 0.615 0.14
H -2.868 2.871 -0.837 0.15
H -2.244 1.530 -2.846 0.15
H -0.005 0.095 -3.521 0.12
H 0.037 0.911 0.624 0.15
H -5.300 2.807 2.688 0.15
H -3.627 3.333 2.513 0.13
H -1.767 0.289 5.785 0.07
H -2.163 2.451 4.356 0.11
H -3.778 -2.909 -1.576 0.09
N -2.016 -5.105 -1.086 0.25
C -1.094 -4.608 -0.618 -0.16
C 0.056 -3.948 -0.071 -0.19
C 0.726 -4.415 1.053 0.08
C 1.824 -3.703 1.526 0.02
C 2.241 -2.574 0.861 -0.07
N 1.574 -2.126 -0.223 -0.13
C 0.487 -2.773 -0.672 -0.09
H 0.389 -5.315 1.552 0.16
H 2.364 -4.033 2.403 0.14
H 3.104 -2.003 1.171 0.12
H -0.055 -2.349 -1.511 0.13

***

57
Properties=species:S:1:pos:R:3:lowdin_charge:R:1 method="wB97M-V/def2-TZVPD" relative_energy_kcal_mol=0.0 gap_ev=8.419 total_charge=0
C -4.149 -1.803 1.335 -0.10
N -4.367 -0.437 0.913 -0.27
C -5.457 0.179 1.640 -0.09
C -4.531 -0.352 -0.524 -0.20
C -4.463 1.098 -1.030 -0.18
O -3.511 1.881 -0.350 -0.05
C -2.196 1.535 -0.405 -0.26
C -1.620 0.710 -1.366 0.00
C -0.268 0.430 -1.321 -0.01
C 0.547 0.966 -0.331 -0.21
C 1.988 0.660 -0.270 -0.11
C 2.458 -0.593 -0.399 -0.14
C 3.927 -0.916 -0.503 -0.21
C 4.365 -1.775 0.676 -0.58
Cl 6.097 -2.186 0.544 0.55
C 1.551 -1.757 -0.428 -0.21
C 1.642 -2.733 -1.417 -0.04
C 0.795 -3.826 -1.411 -0.08
C -0.148 -3.972 -0.409 -0.09
C -0.241 -3.014 0.588 -0.08
C 0.598 -1.917 0.578 -0.02
C 2.852 1.845 -0.103 -0.20
C 2.705 2.930 -0.964 -0.02
C 3.488 4.058 -0.813 -0.08
C 4.419 4.128 0.211 -0.09
C 4.558 3.063 1.086 -0.08
C 3.781 1.930 0.931 -0.03
C -0.026 1.837 0.596 -0.01
C -1.375 2.109 0.567 0.01
H -3.275 -2.201 0.821 0.07
H -3.955 -1.814 2.407 0.08
H -5.010 -2.459 1.128 0.09
H -5.484 1.242 1.414 0.08
H -5.278 0.062 2.707 0.08
H -6.435 -0.267 1.396 0.09
H -3.719 -0.931 -0.970 0.11
H -5.489 -0.788 -0.867 0.13
H -4.282 1.096 -2.114 0.12
H -5.411 1.612 -0.850 0.12
H -2.211 0.289 -2.165 0.11
H 0.164 -0.209 -2.077 0.13
H 4.111 -1.473 -1.425 0.11
H 4.519 -0.002 -0.538 0.11
H 3.816 -2.717 0.705 0.07
H 4.237 -1.250 1.622 0.07
H 2.364 -2.625 -2.214 0.11
H 0.873 -4.568 -2.192 0.10
H -0.806 -4.828 -0.403 0.10
H -0.966 -3.126 1.381 0.10
H 0.525 -1.174 1.359 0.13
H 1.976 2.876 -1.760 0.12
H 3.370 4.889 -1.493 0.10
H 5.029 5.011 0.331 0.10
H 5.273 3.117 1.894 0.10
H 3.877 1.111 1.629 0.11
H 0.595 2.283 1.359 0.12
H -1.827 2.765 1.294 0.12

***

64
Properties=species:S:1:pos:R:3:lowdin_charge:R:1 method="wB97M-V/def2-TZVPD" relative_energy_kcal_mol=586.9 gap_ev=7.601 total_charge=0
C 7.407 -2.419 0.388 -0.07
H 8.495 -2.670 -0.095 0.14
O 7.240 -1.021 -0.162 -0.13
C 5.954 -0.571 0.204 -0.24
C 4.941 -1.331 0.845 0.03
C 3.690 -0.566 1.348 -0.01
C 3.450 0.693 1.019 -0.17
C 4.509 1.465 -0.025 0.00
C 5.637 0.794 -0.308 -0.05
H 6.504 1.194 -0.805 0.10
H 4.318 2.658 -0.211 0.15
N 2.256 1.601 1.066 -0.15
S 1.547 2.194 -0.101 0.62
O 2.355 3.539 -0.427 -0.35
O 0.246 2.658 0.485 -0.33
C 1.217 1.138 -1.166 -0.31
C 0.204 0.206 -1.164 -0.02
C -0.027 -0.730 -2.039 -0.13
C 1.097 -0.788 -3.146 0.09
C 2.064 -0.012 -3.051 -0.20
C 2.203 0.977 -2.355 0.01
H 2.981 1.738 -2.147 0.12
H 2.834 -0.112 -3.873 0.17
H 0.814 -1.678 -3.585 0.10
C -1.127 -1.469 -2.224 -0.39
O -0.875 -2.817 -2.083 -0.06
N -2.324 -1.265 -1.750 0.11
H -2.384 0.080 -1.676 0.29
C -3.537 -1.927 -1.230 -0.21
H -4.193 -1.944 -2.046 0.12
H -3.058 -2.797 -1.287 0.10
C -4.070 -1.465 -0.113 -0.28
N -4.756 -0.145 -0.012 -0.11
C -5.715 -0.136 -1.178 -0.04
H -5.173 -0.125 -2.091 0.09
C -6.285 1.586 -1.028 -0.26
O -7.003 1.573 -0.035 -0.14
C -6.170 1.396 1.500 0.07
C -5.558 0.029 1.220 -0.21
H -4.983 -0.004 2.149 0.11
H -6.261 -0.849 1.441 0.15
H -6.915 1.577 2.370 0.16
H -5.470 2.093 1.251 0.07
H -7.099 1.382 -1.843 0.16
H -5.637 2.202 -1.224 0.02
H -6.334 -0.836 -1.175 0.03
C -2.780 -1.392 1.000 -0.02
C -2.092 -2.550 1.514 -0.05
C -1.039 -2.181 2.118 -0.11
C -0.692 -0.940 2.499 -0.12
C -1.166 0.179 1.933 -0.06
C -2.317 0.020 1.174 -0.01
H -2.650 0.911 0.731 0.10
H -0.716 1.028 2.265 0.09
F 0.716 -0.941 3.253 -0.13
H -0.509 -3.040 2.821 0.19
H -2.646 -3.449 1.214 0.14
H -4.770 -2.257 0.419 0.19
H -0.519 0.655 -0.412 0.12
H 1.887 0.988 2.075 0.27
H 3.053 -1.036 1.810 0.00
H 5.092 -2.167 1.458 0.06
H 6.674 -3.130 -0.149 0.10
H 7.230 -2.511 1.502 0.09

***

60
Properties=species:S:1:pos:R:3:mulliken_spin:R:1 method="wB97M-V/def2-TZVPD" relative_energy_kcal_mol=1.3 gap_ev="6.889 / 5.456" total_charge=+1 s2=2.065 multiplicity=3
C 0.331 2.582 2.741 0.00
C 0.383 2.277 1.346 0.06
C -0.934 2.467 0.814 -0.05
H 1.265 1.998 0.763 0.02
C -1.824 2.810 1.882 -0.02
C -1.040 2.904 3.081 -0.02
H -1.388 3.295 4.037 0.00
H 1.204 2.679 3.391 0.00
H -1.174 2.445 -0.248 0.00
H -2.893 3.020 1.788 0.00
Tm -0.962 0.688 2.387 1.06
C 2.358 -2.310 -0.209 0.00
H 3.266 -2.775 0.212 0.00
H 1.517 -2.734 0.361 0.00
H 2.291 -2.556 -1.280 0.00
Si 0.284 0.178 -1.710 0.44
C 1.499 -0.216 -3.108 0.05
C 2.347 0.841 -3.511 0.06
H 2.158 1.854 -3.155 -0.01
C 3.429 0.624 -4.371 0.02
H 4.104 1.451 -4.611 0.00
C 3.644 -0.649 -4.921 0.00
H 4.526 -0.829 -5.545 0.00
C 2.697 -1.657 -4.705 0.01
H 2.826 -2.616 -5.231 0.00
C 1.606 -1.428 -3.843 0.08
H 0.851 -2.217 -3.775 0.01
C -1.198 0.805 -2.697 0.12
C -1.143 0.966 -4.107 0.03
H -0.358 0.477 -4.685 0.00
C -2.037 1.811 -4.782 -0.02
H -1.886 2.016 -5.847 0.00
C -3.115 2.379 -4.098 0.04
H -3.812 3.039 -4.613 0.00
C -3.317 2.059 -2.749 -0.03
H -4.193 2.442 -2.219 0.00
C -2.392 1.261 -2.070 -0.02
H -2.584 1.035 -1.016 0.00
H 2.428 -1.235 -0.006 0.01
H 0.431 -1.161 -0.841 0.17
C 0.720 1.256 5.940 0.00
C 0.753 -0.118 5.376 0.01
N 0.069 -0.511 4.312 -0.01
C 0.233 -1.895 4.062 0.00
C 1.081 -2.514 4.962 0.00
S 1.692 -1.401 6.143 0.00
C -0.437 -2.473 2.924 0.00
C -0.378 -3.741 2.382 0.00
S -1.402 -3.886 0.973 0.00
C -1.839 -2.221 1.161 -0.01
N -1.275 -1.626 2.199 0.00
C -2.846 -1.510 0.337 0.01
H 1.013 1.180 6.994 0.00
H 1.441 1.899 5.419 0.00
H -0.288 1.681 5.863 0.00
H 1.358 -3.563 4.886 0.00
H 0.229 -4.533 2.813 0.00
H -2.393 -1.182 -0.619 -0.01
H -3.669 -2.214 0.123 0.00
H -3.258 -0.646 0.902 0.00

***

Copy entry 3 word for word.
64
Properties=species:S:1:pos:R:3:lowdin_charge:R:1 method="wB97M-V/def2-TZVPD" relative_energy_kcal_mol=586.9 gap_ev=7.601 total_charge=0
C 7.407 -2.419 0.388 -0.07
H 8.495 -2.670 -0.095 0.14
O 7.240 -1.021 -0.162 -0.13
C 5.954 -0.571 0.204 -0.24
C 4.941 -1.331 0.845 0.03
C 3.690 -0.566 1.348 -0.01
C 3.450 0.693 1.019 -0.17
C 4.509 1.465 -0.025 0.00
C 5.637 0.794 -0.308 -0.05
H 6.504 1.194 -0.805 0.10
H 4.318 2.658 -0.211 0.15
N 2.256 1.601 1.066 -0.15
S 1.547 2.194 -0.101 0.62
O 2.355 3.539 -0.427 -0.35
O 0.246 2.658 0.485 -0.33
C 1.217 1.138 -1.166 -0.31
C 0.204 0.206 -1.164 -0.02
C -0.027 -0.730 -2.039 -0.13
C 1.097 -0.788 -3.146 0.09
C 2.064 -0.012 -3.051 -0.20
C 2.203 0.977 -2.355 0.01
H 2.981 1.738 -2.147 0.12
H 2.834 -0.112 -3.873 0.17
H 0.814 -1.678 -3.585 0.10
C -1.127 -1.469 -2.224 -0.39
O -0.875 -2.817 -2.083 -0.06
N -2.324 -1.265 -1.750 0.11
H -2.384 0.080 -1.676 0.29
C -3.537 -1.927 -1.230 -0.21
H -4.193 -1.944 -2.046 0.12
H -3.058 -2.797 -1.287 0.10
C -4.070 -1.465 -0.113 -0.28
N -4.756 -0.145 -0.012 -0.11
C -5.715 -0.136 -1.178 -0.04
H -5.173 -0.125 -2.091 0.09
C -6.285 1.586 -1.028 -0.26
O -7.003 1.573 -0.035 -0.14
C -6.170 1.396 1.500 0.07
C -5.558 0.029 1.220 -0.21
H -4.983 -0.004 2.149 0.11
H -6.261 -0.849 1.441 0.15
H -6.915 1.577 2.370 0.16
H -5.470 2.093 1.251 0.07
H -7.099 1.382 -1.843 0.16
H -5.637 2.202 -1.224 0.02
H -6.334 -0.836 -1.175 0.03
C -2.780 -1.392 1.000 -0.02
C -2.092 -2.550 1.514 -0.05
C -1.039 -2.181 2.118 -0.11
C -0.692 -0.940 2.499 -0.12
C -1.166 0.179 1.933 -0.06
C -2.317 0.020 1.174 -0.01
H -2.650 0.911 0.731 0.10
H -0.716 1.028 2.265 0.09
F 0.716 -0.941 3.253 -0.13
H -0.509 -3.040 2.821 0.19
H -2.646 -3.449 1.214 0.14
H -4.770 -2.257 0.419 0.19
H -0.519 0.655 -0.412 0.12
H 1.887 0.988 2.075 0.27
H 3.053 -1.036 1.810 0.00
H 5.092 -2.167 1.458 0.06
H 6.674 -3.130 -0.149 0.10
H 7.230 -2.511 1.502 0.09